C53H56GeIN4NaO3PS6Si3 as an isolated structure at a distorted geometry, computed with ωB97M-V with the def2-TZVPD basis set.

Results
Spin multiplicity   2
Total charge   -2
Max |F|   2.4 eV/A
HOMO (alpha / beta)   0.24 / -2.41 eV
Orbital gap (alpha / beta)   2.86 / 5.51 eV
⟨S²⟩   0.770
DFT total energy   -8634.124787 a.u.
LUMO (alpha / beta)   3.105 / 3.102 eV

Positions of all 129 atoms, in Å:
Na 0.54972 -0.04196 -0.22746
I 1.38658 -2.83014 -1.64609
C 1.97226 -4.57989 -0.58106
C 1.42342 -5.76021 -1.06032
C 1.82924 -6.98822 -0.55974
C 2.83888 -7.03097 0.37273
C 3.40239 -5.84728 0.88945
C 4.46122 -5.93143 1.81109
C 5.00491 -4.79452 2.36251
C 4.47321 -3.55714 2.04511
C 3.43474 -3.40829 1.12748
P 2.72395 -1.71634 0.98049
C 3.94261 -0.98308 -0.16662
C 4.69814 -1.77342 -1.02911
C 5.50605 -1.19532 -1.99007
C 5.58965 0.18283 -2.08755
C 4.85691 0.97893 -1.21931
C 4.02339 0.40361 -0.27909
C 3.26624 -1.00027 2.58727
C 2.41979 -1.23723 3.67142
C 2.70138 -0.70136 4.91439
C 3.81086 0.10984 5.08755
C 4.65544 0.35143 4.01780
C 4.39380 -0.20506 2.77834
C 2.91446 -4.56531 0.47138
H 0.68323 -5.71455 -1.84468
H 1.37224 -7.89577 -0.93182
H 3.21173 -7.97707 0.73912
H 4.83819 -6.90777 2.07735
H 5.82796 -4.86425 3.05840
H 4.87712 -2.68263 2.53150
H 4.65561 -2.85196 -0.94982
H 6.07825 -1.82386 -2.66108
H 6.21799 0.63017 -2.84693
H 4.94456 2.05610 -1.27963
H 3.43983 1.03075 0.38194
H 1.53209 -1.84140 3.52968
H 2.04183 -0.89560 5.75039
H 4.01385 0.56778 6.04725
H 5.51364 0.99911 4.15052
H 5.07889 -0.01669 1.96018
S -4.22811 2.49607 4.73237
C -3.38496 1.75127 3.52987
S -3.33374 2.35462 1.91030
C -2.29901 1.10439 1.22170
C -1.87857 0.12299 2.06981
S -0.95637 -1.22728 1.69448
S -2.47048 0.29519 3.74792
S -1.64031 1.44390 -0.36996
C -4.67848 -1.21740 0.91557
Si -4.13380 -1.40274 -0.91196
C -5.77853 -1.77628 -1.84680
C -3.14836 -3.04462 -0.99861
Ge -2.93490 0.45892 -2.05149
Si -2.09230 -0.53917 -4.19033
C -1.00183 0.42832 -5.42652
C -1.23048 -2.26405 -4.27647
C -3.71477 -0.87340 -5.19602
Si -4.46300 2.34650 -2.38780
C -3.65129 4.03091 -2.04856
C -5.88516 2.14923 -1.09861
C -5.35060 2.43214 -4.08904
H -5.41609 -1.96808 1.18937
H -5.10621 -0.24019 1.12134
H -3.82591 -1.35152 1.57170
H -6.35356 -2.54533 -1.34077
H -5.58323 -2.12347 -2.85506
H -6.40432 -0.89424 -1.91738
H -3.71312 -3.88535 -0.59895
H -2.23106 -2.96443 -0.42146
H -2.87245 -3.28299 -2.02131
H 0.03214 0.40265 -5.09480
H -1.30678 1.46621 -5.49520
H -1.03962 -0.01554 -6.42103
H -0.15257 -2.14618 -4.22099
H -1.46296 -2.73209 -5.23186
H -1.51413 -2.95225 -3.48841
H -4.35285 0.00119 -5.23926
H -4.28754 -1.68547 -4.76012
H -3.47939 -1.15916 -6.21749
H -3.06155 3.97438 -1.13838
H -4.36092 4.84974 -1.94036
H -2.96284 4.26717 -2.85523
H -5.47522 1.85094 -0.13958
H -6.60937 1.39713 -1.39245
H -6.42215 3.07849 -0.93953
H -4.62914 2.58949 -4.88351
H -6.06228 3.25270 -4.12014
H -5.89661 1.51719 -4.29883
N 4.10490 5.46295 4.07282
C 4.68722 5.93167 5.21488
C 5.46775 7.03797 5.49086
C 5.89974 7.20050 6.80125
C 5.56555 6.28215 7.79083
C 4.78341 5.17465 7.52431
C 4.32878 4.98996 6.21910
N 3.55406 4.01239 5.68784
C 3.41538 4.30136 4.40282
C 2.67752 3.52762 3.46091
C 1.89077 2.44350 3.89643
C 1.23629 1.66598 2.97242
N 1.29985 1.85643 1.65191
C 1.98821 2.92025 1.23800
C 2.66402 3.78220 2.07286
H 4.11982 5.90052 3.17011
H 5.74137 7.75250 4.72640
H 6.50473 8.06142 7.05667
H 5.93336 6.44728 8.79615
H 4.52903 4.47054 8.30069
H 1.83151 2.23228 4.95084
H 0.60746 0.84545 3.28586
H 1.97804 3.07749 0.16705
H 3.17405 4.63891 1.65651
O -1.59637 3.32287 -4.57257
S -0.52098 3.27602 -3.60691
O -0.39778 4.45742 -2.78853
N -0.56030 1.90128 -2.74492
C 0.59768 1.27569 -2.76645
O 0.87539 0.25464 -2.11526
C 1.57942 1.86960 -3.71043
C 2.84237 1.37897 -4.00157
C 3.60003 2.03755 -4.95455
C 3.09067 3.14857 -5.61999
C 1.81461 3.63057 -5.33607
C 1.08204 2.98447 -4.36909
H 3.19460 0.49733 -3.49187
H 4.60155 1.69205 -5.17430
H 3.69307 3.63782 -6.37362
H 1.41240 4.48751 -5.85898